No. 1
Molecular formula: C4H5NO
Method: DFT, ωB97M-V/def2-TZVPD

Electronic energy, Ha: -285.34347
Largest force on an atom, eV/A: 1.2
ΔE to the lowest compared entry with this formula, charge and spin, kcal/mol: 44.6
HOMO energy, eV: -10.20
Lowest unoccupied orbital energy, eV: 0.8
Structure (SMILES): N#CC1(O)CC1

Each line ends with the Mulliken charge.
Cartesian coordinates (Å):
O 0.430 -0.130 1.635  -0.540
C -0.088 0.253 0.400  0.902
C 0.166 -0.603 -0.819  -0.701
C 1.017 0.601 -0.555  -0.661
C -1.511 0.541 0.431  0.098
N -2.652 0.335 0.457  -0.458
H -0.150 -0.803 2.016  0.360
H 0.390 -1.641 -0.620  0.258
H -0.565 -0.433 -1.606  0.245
H 1.987 0.450 -0.086  0.254
H 0.975 1.430 -1.254  0.241

---

No. 2
Molecular formula: C4H5NO
Method: DFT, ωB97M-V/def2-TZVPD

Electronic energy, Ha: -285.19788
Largest force on an atom, eV/A: 7.3
ΔE to the lowest compared entry with this formula, charge and spin, kcal/mol: 136.0
HOMO energy, eV: -8.65
Lowest unoccupied orbital energy, eV: 0.6

Each line ends with the Mulliken charge.
Cartesian coordinates (Å):
C -0.731 -0.814 -0.395  -0.113
C 0.351 0.287 -0.465  0.664
C -2.041 -0.199 1.292  -0.292
C 1.747 0.742 -0.301  -1.056
N -0.818 0.695 -0.715  -0.470
O -1.314 -1.141 0.717  -0.259
H -0.997 -1.472 -1.183  0.396
H -2.602 -0.797 2.060  0.194
H 1.671 1.694 0.160  0.305
H 2.204 0.923 -1.244  0.312
H 2.531 0.082 0.074  0.320

---

No. 3
Molecular formula: C4H5NO
Method: DFT, ωB97M-V/def2-TZVPD

Electronic energy, Ha: -285.26992
Largest force on an atom, eV/A: 1.3
ΔE to the lowest compared entry with this formula, charge and spin, kcal/mol: 90.8
HOMO energy, eV: -8.81
Lowest unoccupied orbital energy, eV: 0.9

Each line ends with the Mulliken charge.
Cartesian coordinates (Å):
N 0.669 -1.192 0.344  -0.071
C 1.623 -0.305 0.134  -0.444
C 0.624 0.918 0.099  -0.022
C -0.498 0.409 -0.850  -0.557
C -0.696 -0.416 0.423  -0.045
O -0.280 0.662 1.215  -0.447
H 0.984 1.942 0.103  0.449
H -1.261 1.169 -1.019  0.289
H -0.232 -0.136 -1.757  0.261
H -1.645 -0.874 0.757  0.418
H 0.711 -2.179 0.550  0.167

---

No. 4
Molecular formula: C4H5NO
Method: DFT, ωB97M-V/def2-TZVPD

Electronic energy, Ha: -285.31665
Largest force on an atom, eV/A: 2.5
ΔE to the lowest compared entry with this formula, charge and spin, kcal/mol: 61.5
HOMO energy, eV: -10.68
Lowest unoccupied orbital energy, eV: 0.8
Structure (SMILES): N#CC1(O)CC1

Each line ends with the Mulliken charge.
Cartesian coordinates (Å):
O 1.081 0.443 1.468  -0.539
C 0.290 -0.002 0.235  0.586
C -0.761 0.672 -0.682  -0.577
C -1.167 -0.530 0.116  -0.573
C 1.418 -0.737 -0.247  0.165
N 2.443 -1.206 -0.479  -0.438
H 1.888 0.983 1.251  0.348
H -1.208 1.616 -0.380  0.248
H -0.702 0.590 -1.773  0.271
H -1.887 -0.368 0.916  0.248
H -1.396 -1.460 -0.425  0.262

---

No. 5
Molecular formula: C4H5NO
Method: DFT, ωB97M-V/def2-TZVPD

Electronic energy, Ha: -285.37745
Largest force on an atom, eV/A: 1.3
ΔE to the lowest compared entry with this formula, charge and spin, kcal/mol: 23.3
HOMO energy, eV: -11.12
Lowest unoccupied orbital energy, eV: -0.4
Structure (SMILES): CCC(=O)C#N

Each line ends with the Mulliken charge.
Cartesian coordinates (Å):
C -1.072 -0.457 -0.370  -1.045
C -0.079 0.698 -0.565  -0.262
C 1.135 0.560 0.333  0.392
O 2.074 1.310 0.397  -0.487
C 1.106 -0.653 1.204  0.295
N 1.036 -1.611 1.851  -0.359
H -0.704 -1.184 0.362  0.343
H -1.234 -1.020 -1.289  0.273
H -2.026 -0.103 0.024  0.272
H -0.526 1.679 -0.350  0.289
H 0.290 0.780 -1.598  0.290

---

No. 6
Molecular formula: C4H5NO
Method: DFT, ωB97M-V/def2-TZVPD

Electronic energy, Ha: -285.22356
Largest force on an atom, eV/A: 4.0
ΔE to the lowest compared entry with this formula, charge and spin, kcal/mol: 119.9
HOMO energy, eV: -7.83
Lowest unoccupied orbital energy, eV: 0.6
Structure (SMILES): N=C=CO.C#C

Each line ends with the Mulliken charge.
Cartesian coordinates (Å):
C 1.222 -0.847 -0.303  0.343
C -1.280 1.831 1.056  -0.076
C -0.981 1.634 -0.079  -0.772
C 0.239 -1.737 -0.069  -0.308
N 2.293 -0.410 -0.668  -0.431
O -1.162 -1.485 -0.292  -0.501
H -1.731 1.917 1.994  0.450
H 2.929 0.279 -0.334  0.271
H -0.607 1.995 -1.004  0.403
H 0.262 -2.531 0.636  0.321
H -1.184 -0.646 -0.936  0.301

---

No. 7
Molecular formula: C4H5NO
Method: DFT, ωB97M-V/def2-TZVPD

Electronic energy, Ha: -285.40528
Largest force on an atom, eV/A: 0.4
ΔE to the lowest compared entry with this formula, charge and spin, kcal/mol: 5.8
HOMO energy, eV: -9.18
Lowest unoccupied orbital energy, eV: 1.1
Structure (SMILES): Cc1ncco1

Each line ends with the Mulliken charge.
Cartesian coordinates (Å):
C -1.734 0.333 0.546  -0.909
C -0.369 -0.029 0.070  0.708
N 0.002 -1.078 -0.590  -0.557
C 1.364 -0.900 -0.782  -0.271
C 1.744 0.264 -0.215  -0.181
O 0.636 0.837 0.338  -0.313
H -2.193 -0.520 1.052  0.279
H -2.376 0.611 -0.295  0.239
H -1.681 1.176 1.238  0.266
H 1.963 -1.630 -1.309  0.363
H 2.674 0.799 -0.108  0.377

---

No. 8
Molecular formula: C4H5NO
Method: DFT, ωB97M-V/def2-TZVPD

Electronic energy, Ha: -285.22974
Largest force on an atom, eV/A: 1.6
ΔE to the lowest compared entry with this formula, charge and spin, kcal/mol: 116.0
HOMO energy (alpha / beta), eV: -9.05 / -9.52
Lowest unoccupied orbital energy (alpha / beta), eV: -1.6 / -0.9

Each line ends with the Mulliken charge.
Cartesian coordinates (Å):
O -1.654 -0.263 -0.914  -0.548
C -0.461 -0.427 -0.757  0.534
C 0.649 -0.432 -1.591  -0.703
N 0.824 0.713 0.581  -0.412
C -0.435 0.858 1.321  -0.381
C 0.098 -0.412 0.806  0.085
H 1.638 -0.564 -1.175  0.300
H 0.513 -0.574 -2.662  0.313
H -1.315 1.231 0.792  0.196
H -0.300 1.210 2.343  0.253
H 0.443 -1.339 1.256  0.360

---

No. 9
Molecular formula: C4H5NO
Method: DFT, ωB97M-V/def2-TZVPD

Electronic energy, Ha: -285.38416
Largest force on an atom, eV/A: 1.2
ΔE to the lowest compared entry with this formula, charge and spin, kcal/mol: 19.1
HOMO energy, eV: -10.61
Lowest unoccupied orbital energy, eV: 0.5
Structure (SMILES): C[C@H](C#N)C=O

Each line ends with the Mulliken charge.
Cartesian coordinates (Å):
C -0.992 -0.595 0.412  -1.258
C 0.259 0.308 0.322  0.608
C 1.144 -0.462 -0.656  -0.191
O 1.791 -1.418 -0.321  -0.447
C -0.055 1.652 -0.176  -0.012
N -0.299 2.703 -0.594  -0.391
H -1.904 -0.034 0.609  0.367
H -1.115 -1.121 -0.542  0.351
H -0.833 -1.350 1.184  0.327
H 0.774 0.393 1.285  0.260
H 1.049 -0.137 -1.712  0.386

---

No. 10
Molecular formula: C4H5NO
Method: DFT, ωB97M-V/def2-TZVPD

Electronic energy, Ha: -285.39868
Largest force on an atom, eV/A: 1.2
ΔE to the lowest compared entry with this formula, charge and spin, kcal/mol: 10.0
HOMO energy, eV: -10.43
Lowest unoccupied orbital energy, eV: 0.6
Structure (SMILES): CC(=O)CC#N

Each line ends with the Mulliken charge.
Cartesian coordinates (Å):
C -1.426 0.129 -0.457  -1.074
C -0.405 -0.507 0.453  0.676
O -0.688 -1.075 1.477  -0.507
C 1.070 -0.413 0.007  -0.387
C 1.636 0.873 0.418  0.185
N 2.058 1.893 0.762  -0.388
H -2.393 0.158 0.046  0.304
H -1.516 -0.463 -1.375  0.305
H -1.122 1.140 -0.747  0.345
H 1.165 -0.512 -1.080  0.271
H 1.621 -1.222 0.494  0.269